(1)
{
  "formula": "C3H5FN2",
  "method": "wB97M-V/def2-TZVPD",
  "smiles": "F[C@H]1C=NNC1",
  "lumo_ha": 0.034,
  "homo_lumo_gap_ev": 9.8607,
  "species": ["C", "C", "C", "H", "H", "H", "H", "H", "N", "N", "F"],
  "positions_angstrom": [[0.174, 0.962, 0.031], [0.824, -0.379, 0.447], [-1.317, 0.479, 0.026], [0.880, 1.918, 0.536], [0.548, -0.510, 1.601], [1.963, -0.561, 0.209], [0.034, -2.154, -0.219], [-2.238, 1.089, -0.321], [-0.018, -1.177, -0.396], [-1.260, -0.765, -0.546], [0.411, 1.099, -1.368]],
  "nbo_charge": [0.12, -0.30, -0.15, 0.22, 0.20, 0.24, 0.37, 0.22, -0.41, -0.13, -0.39]
}

(2)
{
  "formula": "C3H5FN2",
  "method": "wB97M-V/def2-TZVPD",
  "smiles": "C=C(F)/C=N\\N",
  "lumo_ha": 0.005,
  "homo_lumo_gap_ev": 8.7405,
  "species": ["C", "C", "C", "H", "H", "H", "H", "H", "N", "N", "F"],
  "positions_angstrom": [[0.623, -0.869, 0.098], [-0.057, 0.266, -0.666], [-0.673, 0.267, -2.004], [-0.483, 0.665, 1.709], [0.519, -0.008, 2.888], [1.073, -1.690, -0.507], [-0.764, -0.671, -2.714], [-1.201, 1.215, -2.214], [0.525, 0.281, 2.004], [0.752, -0.892, 1.407], [-0.313, 1.436, -0.001]],
  "nbo_charge": [-0.08, 0.33, -0.48, 0.36, 0.35, 0.22, 0.23, 0.22, -0.60, -0.20, -0.35]
}

Which structure is most stable? (1), by 7.5 kcal/mol over the runner-up.